Record 1
The following is a quantum chemistry calculation of a structure of composition C41H35ClN2Si2Ti in a non-equilibrium geometry, from the OMol25 dataset.

Last column: Löwdin charge in e.
CARTESIAN COORDINATES (ANGSTROEM)
C  -0.314953  -3.820188  1.362206  -0.1116
C  -0.226119  -3.136465  0.125708  -0.1498
C  0.882813  -2.248019  0.187486  -0.1771
H  -0.816221  -3.302415  -0.768249  0.1169
C  1.449076  -2.335653  1.515734  -0.1789
C  0.705336  -3.337995  2.224577  -0.1310
H  0.980780  -3.733354  3.204427  0.1286
H  -0.987447  -4.642150  1.592337  0.1291
H  1.304466  -1.681792  -0.637876  0.0879
H  2.338111  -1.815685  1.870850  0.1057
Ti  -0.484025  -1.390334  1.667266  0.5933
Si  -1.607666  1.429262  -0.426566  0.7057
C  -1.984151  0.725778  -2.106592  -0.4241
C  -2.965523  1.336781  -2.918534  -0.1175
H  -3.501495  2.218787  -2.534012  0.1065
C  -3.192738  0.867253  -4.206196  -0.0837
H  -3.945071  1.338574  -4.841984  0.1073
C  -2.444804  -0.206165  -4.722301  -0.0798
H  -2.604659  -0.550464  -5.743739  0.1053
C  -1.491287  -0.841398  -3.921802  -0.0883
H  -0.924958  -1.704754  -4.300577  0.1081
C  -1.228101  -0.359841  -2.632091  -0.1268
H  -0.388496  -0.765824  -2.055211  0.0767
C  2.149544  0.592041  -0.662343  -0.3178
C  2.879299  -0.171645  -1.576380  -0.0962
H  2.469014  -0.341461  -2.585135  0.1031
C  4.121600  -0.702199  -1.186563  -0.0515
H  4.738266  -1.268564  -1.895937  0.1149
C  4.593422  -0.491891  0.110841  -0.0592
H  5.624771  -0.743755  0.376691  0.1132
C  3.738410  0.045507  1.081450  -0.0834
H  4.062395  0.133538  2.120101  0.1191
C  2.484308  0.514981  0.704156  -0.1923
H  1.792690  0.916466  1.429193  0.0095
H  -1.034578  0.002592  0.091883  -0.1092
Si  1.338888  2.201280  -0.924214  0.8016
C  2.826268  3.349455  -0.712495  -0.2373
C  3.616542  3.706753  -1.820123  -0.0665
H  3.257858  3.527122  -2.833014  0.0994
C  4.922358  4.200176  -1.648818  -0.0742
H  5.515836  4.442758  -2.530356  0.1076
C  5.483800  4.311832  -0.385833  -0.0810
H  6.537449  4.590536  -0.259965  0.1119
C  4.685952  4.027536  0.725917  -0.0840
H  5.123672  4.107974  1.723970  0.1070
C  3.380407  3.574302  0.571749  -0.1043
H  2.808397  3.297449  1.460956  0.1025
C  0.866531  2.600833  -2.665754  -0.3563
C  1.289780  1.922492  -3.808603  -0.0974
H  2.036838  1.139922  -3.735659  0.0827
C  0.737764  2.240147  -5.049110  -0.0764
H  1.015553  1.655105  -5.918601  0.1048
C  -0.157902  3.296731  -5.199469  -0.0757
H  -0.578628  3.544735  -6.175175  0.1088
C  -0.483113  4.046572  -4.069270  -0.0820
H  -1.160441  4.895850  -4.160396  0.1069
C  0.036236  3.725843  -2.818944  -0.1264
H  -0.220110  4.322803  -1.940481  0.0993
H  -2.845421  1.407353  0.367958  -0.0679
Cl  -0.367354  0.771660  2.541647  0.1109
C  -0.597649  -1.463961  6.053984  -0.0079
C  -0.104677  -1.488024  4.754224  -0.1145
N  -0.916224  -1.773325  3.712443  -0.0630
C  -2.222032  -2.103436  3.900320  -0.1268
C  -2.739177  -2.250297  5.207370  -0.1298
C  -1.913415  -1.865115  6.282295  0.0351
C  -4.093852  -2.689766  5.328873  0.0024
C  -4.849337  -3.006133  4.228338  0.0029
C  -4.360274  -2.817832  2.891657  -0.1295
C  -5.093105  -3.127338  1.729842  0.0318
C  -4.526910  -2.897860  0.480656  -0.0079
C  -3.246190  -2.345329  0.396929  -0.0656
N  -2.525783  -2.012640  1.500665  0.0216
C  -3.049665  -2.299357  2.740196  -0.1127
H  0.077354  -1.160551  6.856879  0.1240
H  0.933365  -1.262967  4.501196  0.1258
H  -2.343952  -1.844205  7.282502  0.1302
H  -4.522271  -2.748247  6.327326  0.1255
H  -5.861927  -3.396288  4.326153  0.1250
H  -6.085931  -3.557245  1.832097  0.1299
H  -5.042573  -3.142846  -0.447394  0.1230
H  -2.754946  -2.184007  -0.565288  0.1139

Atomic forces in eV per Å
C 0.6 0.1 0.3
C 1.1 0.2 -0.1
C 0.8 -0.8 0.3
H 0.0 0.0 0.3
C 0.4 -1.4 -0.6
C 0.8 -0.1 -1.0
H -0.4 0.3 -0.3
H -0.1 0.4 0.0
H -0.4 -0.1 0.4
H -0.5 -0.2 -0.1
Ti -1.7 1.4 -0.1
Si 2.8 -1.9 0.3
C 0.0 0.0 -1.0
C 0.5 -0.2 0.2
H 0.1 -0.5 -0.3
C 0.1 -0.2 -0.5
H 0.2 -0.1 0.2
C -0.2 0.1 0.5
H -0.1 0.1 0.3
C 0.2 0.1 0.2
H -0.2 0.5 0.1
C -0.5 0.7 -0.2
H -0.5 0.0 -0.1
C -0.1 -0.8 1.1
C 0.5 0.0 -0.2
H 0.6 0.2 0.5
C -0.3 -0.2 -0.2
H -0.3 0.3 0.3
C 0.0 0.1 0.2
H -0.5 -0.1 -0.1
C 0.1 -0.2 -0.2
H 0.0 -0.1 -0.3
C 1.1 0.1 -0.6
H 0.2 0.3 0.1
H -0.1 0.5 -0.2
Si -1.4 0.4 -1.6
C 0.5 0.5 1.4
C 0.0 -0.1 0.2
H 0.0 0.2 0.2
C -0.2 -0.3 -0.2
H -0.2 -0.1 0.2
C -0.2 0.0 0.1
H -0.5 0.0 -0.1
C 0.2 -0.1 0.2
H -0.2 0.0 -0.3
C 0.1 -0.2 -0.3
H 0.2 0.2 -0.2
C -0.3 0.5 -0.3
C -0.6 0.1 -0.1
H -0.2 0.0 -0.1
C 0.1 0.1 -0.3
H 0.1 0.0 0.0
C 0.2 -0.2 0.4
H 0.1 -0.1 0.3
C -0.1 0.5 0.1
H 0.2 -0.1 0.0
C -0.1 -0.5 -0.4
H -0.1 -0.1 -0.3
H -0.1 0.6 0.2
Cl 0.0 0.2 0.3
C -0.3 -0.3 0.3
C -1.2 -0.4 -1.1
N 0.0 0.1 1.0
C 1.0 0.2 0.8
C 0.1 0.4 -0.7
C 0.3 0.2 -0.1
C -0.9 -0.2 -0.4
C 0.2 0.1 0.7
C 0.8 0.2 0.1
C 0.4 0.2 -0.4
C -0.1 -0.1 0.3
C 0.7 0.5 1.3
N -1.3 -1.0 0.0
C -0.6 -0.1 -1.1
H -0.4 -0.1 -0.2
H -0.4 0.0 0.1
H 0.2 -0.1 -0.1
H 0.0 -0.2 -0.2
H 0.2 0.2 0.2
H 0.1 0.1 -0.1
H 0.0 0.0 0.3
H -0.2 0.2 0.3

Output
Net charge: +1
Frontier orbital gap (alpha / beta) (eV): 6.38 / 6.38
E_LUMO (alpha / beta) (eV): -3.6448 / -3.6467
Relative energy (zero: lowest compared OMol25 entry of this formula, charge and spin) (kcal/mol): 26.18
Total energy (eV): -97453.2191
Multiplicity: 2
Maximum force (eV/Å): 3.36

Record 2
The following is a quantum chemistry calculation of a structure of composition C41H35ClN2Si2Tl in a non-equilibrium geometry, from the OMol25 dataset.

Last column: Löwdin charge in e.
CARTESIAN COORDINATES (ANGSTROEM)
C  -0.327964  -0.995348  0.618279  -0.0909
C  0.167971  -1.526463  -0.605663  -0.1000
C  1.577510  -1.327808  -0.630390  -0.0615
H  -0.426197  -2.004280  -1.379392  0.0909
C  1.944705  -0.635080  0.558641  -0.0936
C  0.770519  -0.447679  1.337347  -0.0975
H  0.725478  0.001389  2.328569  0.1005
H  -1.358430  -1.031780  0.960470  0.0959
H  2.266202  -1.658711  -1.402992  0.0968
H  2.956599  -0.328701  0.826534  0.0901
Tl  -0.859715  2.519691  -1.406531  0.8497
Si  2.844391  1.121658  -3.852876  0.5158
C  1.484157  0.217967  -4.742131  -0.3464
C  0.560429  0.778979  -5.620709  -0.1059
H  0.667121  1.838427  -5.891669  0.1001
C  -0.437770  -0.036353  -6.169267  -0.0712
H  -1.105022  0.384237  -6.919547  0.1071
C  -0.585908  -1.367262  -5.767915  -0.0771
H  -1.338971  -2.006949  -6.215512  0.1049
C  0.257505  -1.860510  -4.775150  -0.0831
H  0.138239  -2.873360  -4.398158  0.1059
C  1.277339  -1.075522  -4.253511  -0.1180
H  1.909985  -1.412736  -3.427772  0.0752
C  4.309079  0.242769  -3.142265  -0.3291
C  4.921291  -0.898271  -3.668008  -0.0774
H  4.660314  -1.254782  -4.665873  0.1080
C  5.821159  -1.611138  -2.863360  -0.0693
H  6.265060  -2.525168  -3.250339  0.1067
C  6.091417  -1.197159  -1.556115  -0.0703
H  6.723939  -1.798161  -0.909935  0.1046
C  5.463397  -0.052274  -1.038217  -0.0856
H  5.609868  0.251180  -0.001565  0.1045
C  4.586206  0.671642  -1.834286  -0.1401
H  4.038629  1.524540  -1.425440  0.0950
H  2.327322  2.275562  -2.975197  0.0116
Si  3.507549  2.704475  -5.771376  0.2946
C  5.416153  2.389356  -5.619706  -0.3139
C  6.209017  1.722225  -6.568434  -0.0885
H  5.827685  1.537083  -7.571938  0.0984
C  7.503438  1.271828  -6.245075  -0.0778
H  8.093779  0.753561  -6.992075  0.1015
C  8.051516  1.484414  -4.984055  -0.0815
H  9.047506  1.123953  -4.721954  0.1077
C  7.301254  2.222008  -4.068312  -0.0861
H  7.709406  2.423963  -3.087015  0.1013
C  6.032387  2.711478  -4.399093  -0.1387
H  5.495522  3.314675  -3.663317  0.1010
C  3.098363  1.918799  -7.436830  -0.3436
C  3.301251  0.537669  -7.647751  -0.1201
H  3.769075  -0.101304  -6.886850  0.1023
C  2.909242  -0.080290  -8.841739  -0.0764
H  3.031451  -1.158630  -8.969241  0.1069
C  2.377796  0.675889  -9.892793  -0.0802
H  2.072908  0.190525  -10.824515  0.1075
C  2.282021  2.060591  -9.737787  -0.0798
H  1.912249  2.664833  -10.566830  0.1046
C  2.656893  2.680389  -8.533443  -0.1040
H  2.604084  3.766249  -8.485485  0.0801
H  2.018891  0.777430  -2.644461  0.0144
Cl  3.091737  4.701021  -5.792989  0.3450
C  0.485998  3.349495  3.237753  -0.0204
C  0.544548  2.871497  1.920277  -0.1253
N  -0.544846  2.468335  1.247859  -0.0169
C  -1.730000  2.351301  1.897530  -0.1597
C  -1.885098  2.827910  3.237828  -0.1388
C  -0.748053  3.355698  3.881306  0.0194
C  -3.184317  2.750328  3.829212  -0.0037
C  -4.239705  2.130701  3.195324  -0.0025
C  -4.084865  1.522388  1.908657  -0.1386
C  -5.115880  0.795608  1.268355  0.0207
C  -4.879485  0.200377  0.034940  -0.0205
C  -3.623111  0.392626  -0.568069  -0.1144
N  -2.674978  1.166161  -0.015779  -0.0317
C  -2.843442  1.677744  1.229294  -0.1698
H  1.394672  3.707443  3.716237  0.1175
H  1.494613  2.805062  1.385804  0.1206
H  -0.869583  3.753499  4.887294  0.1279
H  -3.307325  3.201565  4.813438  0.1236
H  -5.227040  2.083524  3.662843  0.1255
H  -6.083278  0.717351  1.758331  0.1270
H  -5.624480  -0.391749  -0.489400  0.1164
H  -3.360636  -0.076726  -1.522129  0.1227

Atomic forces in eV per Å
C -0.3 -1.4 -2.6
C -1.3 0.5 1.2
C -0.4 0.2 0.0
H 0.2 0.0 0.2
C -1.0 0.7 1.8
C 3.1 0.2 -0.4
H 0.0 -0.1 -0.3
H 0.3 0.0 -0.1
H -0.1 0.1 0.2
H -0.4 -0.2 -0.1
Tl 0.2 -0.4 0.2
Si -0.3 1.6 -1.1
C -0.4 -0.3 0.3
C 0.2 -0.3 -0.3
H -0.2 -0.5 -0.2
C -0.2 0.3 0.0
H 0.1 -0.1 0.2
C 0.4 0.5 0.1
H 0.0 0.1 0.1
C 0.2 -0.4 0.2
H -0.1 0.1 -0.1
C -0.2 0.0 -0.4
H -0.2 -0.2 -0.5
C 0.0 0.0 0.1
C 0.1 0.2 0.5
H 0.2 0.1 0.2
C -0.1 0.1 0.0
H 0.0 0.2 0.1
C -0.5 0.2 -0.1
H 0.0 0.1 -0.2
C 0.1 -0.1 -0.1
H 0.2 -0.1 -0.2
C 0.2 -0.5 0.0
H 0.3 -0.2 0.0
H 0.5 0.7 -0.3
Si 2.1 -1.5 -0.6
C -0.1 0.5 0.3
C 0.2 -0.3 0.2
H 0.0 -0.1 0.2
C -0.3 0.2 -0.1
H -0.1 0.0 -0.1
C -0.5 0.3 0.0
H -0.3 0.0 -0.1
C -0.2 0.3 -0.1
H 0.0 0.1 0.0
C 0.3 -0.5 0.1
H 0.1 -0.2 -0.1
C 0.0 0.1 -0.5
C -0.4 -0.2 -0.2
H -0.3 0.4 -0.1
C 0.2 0.2 0.0
H 0.0 0.3 0.1
C 0.1 0.2 0.4
H 0.1 0.2 0.4
C 0.1 -0.1 0.1
H 0.1 -0.1 0.2
C -0.3 -0.5 -0.3
H -0.1 -0.2 0.2
H -0.7 -0.7 1.5
Cl -0.3 0.2 0.2
C -0.6 -0.2 0.1
C -0.9 0.0 -0.3
N 0.4 -0.3 0.4
C 0.4 0.4 0.4
C 0.1 -0.5 -1.3
C 0.3 0.0 -0.3
C -1.1 -0.4 -0.1
C 0.6 0.6 0.8
C 0.6 0.1 -0.4
C 0.3 0.0 -0.5
C 0.3 0.2 0.3
C 0.4 0.8 0.6
N -0.1 -0.5 -0.2
C -0.8 -0.2 -0.2
H -0.3 -0.1 0.0
H -0.3 0.2 0.1
H 0.2 -0.1 -0.2
H -0.1 -0.2 -0.2
H 0.4 0.0 0.0
H 0.1 -0.1 -0.1
H 0.1 0.1 0.2
H -0.2 0.3 0.3

Output
Net charge: +1
Frontier orbital gap (alpha / beta) (eV): 6.90 / 5.17
E_LUMO (alpha / beta) (eV): -3.5240 / -4.0720
Relative energy (zero: lowest compared OMol25 entry of this formula, charge and spin) (kcal/mol): 14.20
Total energy (eV): -79028.3100
Multiplicity: 1
Maximum force (eV/Å): 3.17